Arrangement P

Formula: C11H18ClIInN2O2P
Source: the Open Molecules 2025 dataset
Level of theory: the ωB97M-V functional and the def2-TZVPD basis

```
! RIJCOSX wB97M-V def2-TZVPD def2/J DEFGRID3
* xyz 2 1
C -0.586 -1.499 -4.903
C 0.083 -1.419 -3.569
H 0.037 -1.965 -5.676
H -0.872 -0.494 -5.244
H -1.505 -2.088 -4.792
O 1.133 -1.888 -3.238
I -3.918 0.007 -2.340
In -1.248 -0.211 -1.845
P 0.739 1.515 -1.253
C 2.374 0.839 -0.798
C 1.072 2.384 -2.821
H -0.447 2.905 0.333
H 0.756 3.870 -0.599
H 1.287 2.811 0.752
C 0.570 2.919 -0.076
H 0.177 2.300 -3.451
H 1.270 3.445 -2.610
H 3.159 1.541 -1.111
H 2.521 -0.127 -1.294
H 1.929 1.921 -3.327
H 2.432 0.692 0.288
C -0.021 -1.269 0.215
O 0.710 -2.034 -0.345
Cl -2.028 0.822 0.483
N -1.216 -1.073 5.630
C -0.911 -1.107 4.311
C 0.185 -0.379 3.792
C 0.515 -0.466 2.466
N -0.238 -1.272 1.642
C -1.328 -1.977 2.098
C -1.665 -1.903 3.420
H -0.678 -0.553 6.308
H -1.977 -1.609 6.018
H 0.779 0.261 4.439
H 1.330 0.071 1.981
H -1.889 -2.522 1.337
H -2.528 -2.447 3.779
*
```

HOMO level (alpha / beta)	-14.91 / -14.88	eV
E_LUMO (alpha / beta)	-9.068 / -9.487	eV
gap between HOMO and LUMO (alpha / beta)	5.837 / 5.392	eV

Partial atomic charges computed with the Löwdin method, in multiples of e: number 1, C, carries -0.0179; number 2, C, carries -0.2901; number 3, H, carries 0.1189; number 4, H, carries 0.1051; number 5, H, carries 0.1101; number 6, O, carries 0.1723; number 7, I, carries 0.3649; number 8, In, carries 0.2204; number 9, P, carries 0.7716; number 10, C, carries -0.2305; number 11, C, carries -0.2402; number 12, H, carries -0.0046; number 13, H, carries 0.0633; number 14, H, carries 0.0620; number 15, C, carries -0.2271; number 16, H, carries 0.0433; number 17, H, carries 0.0616; number 18, H, carries 0.0812; number 19, H, carries 0.0471; number 20, H, carries 0.0654; number 21, H, carries 0.0352; number 22, C, carries -0.3077; number 23, O, carries 0.1602; number 24, Cl, carries 0.0158; number 25, N, carries 0.2029; number 26, C, carries -0.2374; number 27, C, carries 0.0483; number 28, C, carries 0.0061; number 29, N, carries -0.0803; number 30, C, carries -0.0093; number 31, C, carries 0.0477; number 32, H, carries 0.1372; number 33, H, carries 0.1362; number 34, H, carries 0.1395; number 35, H, carries 0.1303; number 36, H, carries 0.1590; number 37, H, carries 0.1398

=====

Arrangement Q

Formula: C11H18ClIInN2O2P
Source: the Open Molecules 2025 dataset
Level of theory: the ωB97M-V functional and the def2-TZVPD basis

```
! RIJCOSX wB97M-V def2-TZVPD def2/J DEFGRID3
* xyz 2 1
C 3.129 -5.249 -3.214
C 3.049 -3.750 -3.270
H 3.743 -5.669 -4.033
H 2.110 -5.662 -3.283
H 3.567 -5.548 -2.249
O 3.492 -2.921 -4.001
I 1.708 -3.008 -1.463
In 0.937 -0.573 -0.338
P -1.255 0.084 -1.571
C -1.721 1.601 -2.465
C -1.542 -1.224 -2.779
H -2.427 -0.886 0.315
H -3.548 -0.343 -0.982
H -2.798 0.847 0.132
C -2.646 -0.094 -0.410
H -1.326 -2.200 -2.342
H -2.594 -1.180 -3.081
H -2.664 1.417 -3.010
H -0.931 1.874 -3.181
H -0.898 -1.067 -3.650
H -1.867 2.425 -1.748
C 0.986 1.891 -0.836
O 0.886 3.036 -0.826
Cl -0.129 -1.771 1.430
N 0.009 3.070 5.443
C 0.138 2.471 4.236
C -0.760 2.760 3.174
C -0.544 2.142 1.942
N 0.459 1.281 1.742
C 1.262 0.941 2.759
C 1.175 1.523 4.018
H -0.711 3.756 5.622
H 0.656 2.874 6.194
H -1.600 3.453 3.291
H -1.206 2.334 1.090
H 1.980 0.145 2.549
H 1.880 1.218 4.794
*
```

HOMO level	-13.90	eV
E_LUMO	-8.959	eV
gap between HOMO and LUMO	4.936	eV

Partial atomic charges computed with the Löwdin method, in multiples of e: number 1, C, carries -0.0495; number 2, C, carries -0.5427; number 3, H, carries 0.1266; number 4, H, carries 0.1062; number 5, H, carries 0.1070; number 6, O, carries 0.1445; number 7, I, carries 0.9513; number 8, In, carries 0.2386; number 9, P, carries 0.7150; number 10, C, carries -0.2204; number 11, C, carries -0.2632; number 12, H, carries 0.0117; number 13, H, carries 0.0754; number 14, H, carries 0.0543; number 15, C, carries -0.2295; number 16, H, carries 0.0272; number 17, H, carries 0.0718; number 18, H, carries 0.0852; number 19, H, carries 0.0671; number 20, H, carries 0.0659; number 21, H, carries 0.0624; number 22, C, carries -0.0595; number 23, O, carries 0.1596; number 24, Cl, carries 0.1007; number 25, N, carries 0.1521; number 26, C, carries -0.2836; number 27, C, carries 0.0207; number 28, C, carries -0.1467; number 29, N, carries -0.0830; number 30, C, carries -0.1785; number 31, C, carries 0.0208; number 32, H, carries 0.1224; number 33, H, carries 0.1221; number 34, H, carries 0.1255; number 35, H, carries 0.1020; number 36, H, carries 0.0933; number 37, H, carries 0.1271

=====

Relative calculated energies, zero for the most stable structure, unit hartree: arrangement P 0.0769; arrangement Q 0.0000.

=====

Arrangement P

Formula: C3H12NO3
Source: the Open Molecules 2025 dataset
Level of theory: the ωB97M-V functional and the def2-TZVPD basis

```
! RIJCOSX wB97M-V def2-TZVPD def2/J DEFGRID3
* xyz 1 1
C 1.064 0.665 -1.960
C 0.321 1.115 -2.957
C 1.221 1.365 0.353
N 0.581 0.812 -0.598
H 1.815 -0.100 -2.091
H -0.542 1.733 -2.747
H 0.523 0.898 -4.001
H 0.738 1.230 1.313
H 2.221 1.720 0.160
H -0.396 0.534 -0.440
H 2.014 -0.811 1.675
H 1.142 -1.664 2.660
O 1.149 -0.888 2.090
H -2.063 -2.070 2.300
H -1.578 -2.974 1.207
O -1.635 -2.031 1.427
H -2.605 0.810 0.777
H -1.987 -0.632 0.580
O -1.984 0.290 0.250
*
```

HOMO level	-14.69	eV
E_LUMO	-4.436	eV
gap between HOMO and LUMO	10.256	eV

Partial atomic charges computed with the Löwdin method, in multiples of e: number 1, C, carries -0.1255; number 2, C, carries 0.0926; number 3, C, carries 0.1662; number 4, N, carries 0.0499; number 5, H, carries 0.1224; number 6, H, carries 0.0846; number 7, H, carries 0.0866; number 8, H, carries 0.1087; number 9, H, carries 0.1298; number 10, H, carries 0.1011; number 11, H, carries 0.0401; number 12, H, carries 0.0559; number 13, O, carries -0.0603; number 14, H, carries 0.0855; number 15, H, carries 0.0833; number 16, O, carries -0.0425; number 17, H, carries 0.0759; number 18, H, carries 0.0044; number 19, O, carries -0.0587

=====

Arrangement Q

Formula: C3H12NO3
Source: the Open Molecules 2025 dataset
Level of theory: the ωB97M-V functional and the def2-TZVPD basis

```
! RIJCOSX wB97M-V def2-TZVPD def2/J DEFGRID3
* xyz 1 1
C -1.471 1.053 -0.966
C -2.050 0.566 -2.045
C 0.047 0.334 0.796
N -0.232 0.410 -0.436
H -1.571 2.027 -0.494
H -1.808 -0.335 -2.605
H -2.902 1.100 -2.419
H 0.982 -0.154 1.142
H -0.681 0.709 1.555
H 0.377 0.087 -1.191
H -0.394 -0.038 3.869
H -0.414 -1.599 3.599
O -0.504 -0.722 3.204
H 2.137 2.142 -1.101
H 2.764 0.859 -0.727
O 2.032 1.435 -0.447
H 0.658 -2.640 -1.143
H 1.971 -2.778 -0.302
O 1.059 -2.456 -0.288
*
```

HOMO level	-14.63	eV
E_LUMO	-3.865	eV
gap between HOMO and LUMO	10.761	eV

Partial atomic charges computed with the Löwdin method, in multiples of e: number 1, C, carries -0.0993; number 2, C, carries 0.0783; number 3, C, carries 0.1011; number 4, N, carries 0.0120; number 5, H, carries 0.1294; number 6, H, carries 0.0868; number 7, H, carries 0.0757; number 8, H, carries 0.1208; number 9, H, carries 0.1277; number 10, H, carries 0.1486; number 11, H, carries 0.0574; number 12, H, carries 0.0664; number 13, O, carries -0.0590; number 14, H, carries 0.0762; number 15, H, carries 0.0763; number 16, O, carries -0.0498; number 17, H, carries 0.0439; number 18, H, carries 0.0573; number 19, O, carries -0.0499

=====

Relative calculated energies, zero for the most stable structure, unit hartree: arrangement P 0.0000; arrangement Q 0.0170.

=====

Arrangement P

Formula: C3H3FO3S
Source: the Open Molecules 2025 dataset
Level of theory: the ωB97M-V functional and the def2-TZVPD basis

```
! RIJCOSX wB97M-V def2-TZVPD def2/J DEFGRID3
* xyz 0 1
O 1.320 0.544 1.008
C 0.183 0.782 0.656
O -0.419 1.963 0.902
C -0.695 -0.321 0.118
F -1.882 0.164 -0.181
C -0.027 -1.009 -1.060
O 1.261 -1.304 -0.853
S -0.799 -1.345 -2.454
H 0.285 2.645 1.032
H -0.741 -1.141 0.820
H 1.513 -0.978 0.013
*
```

HOMO level	-9.11	eV
E_LUMO	-0.010	eV
gap between HOMO and LUMO	9.098	eV
structure (SMILES)	O=C(O)[C@@H](F)C(O)=S

Partial atomic charges computed with the Löwdin method, in multiples of e: number 1, O, carries 0.1116; number 2, C, carries -0.4168; number 3, O, carries 0.1454; number 4, C, carries -0.3136; number 5, F, carries 0.0646; number 6, C, carries -0.8118; number 7, O, carries 0.0304; number 8, S, carries 0.7823; number 9, H, carries 0.1579; number 10, H, carries 0.1780; number 11, H, carries 0.0720

=====

Arrangement Q

Formula: C3H3FO3S
Source: the Open Molecules 2025 dataset
Level of theory: the ωB97M-V functional and the def2-TZVPD basis

```
! RIJCOSX wB97M-V def2-TZVPD def2/J DEFGRID3
* xyz 0 1
C 0.638 -0.089 -0.160
C 1.123 0.383 -1.183
C 0.602 -0.926 1.004
O -1.361 1.694 -1.419
O -1.769 -0.608 -0.559
O -1.050 1.127 0.983
F 1.254 1.120 -2.207
S -1.290 0.727 -0.384
H 0.376 -0.264 1.737
H 1.531 -1.494 1.231
H -0.054 -1.670 0.956
*
```

HOMO level	-11.11	eV
E_LUMO	-0.603	eV
gap between HOMO and LUMO	10.503	eV

Partial atomic charges computed with the Löwdin method, in multiples of e: number 1, C, carries -0.1867; number 2, C, carries -0.0421; number 3, C, carries -0.0503; number 4, O, carries -0.2248; number 5, O, carries -0.2429; number 6, O, carries -0.2668; number 7, F, carries 0.1944; number 8, S, carries 0.5887; number 9, H, carries 0.0541; number 10, H, carries 0.1264; number 11, H, carries 0.0498

=====

Arrangement R

Formula: C3H3FO3S
Source: the Open Molecules 2025 dataset
Level of theory: the ωB97M-V functional and the def2-TZVPD basis

```
! RIJCOSX wB97M-V def2-TZVPD def2/J DEFGRID3
* xyz 0 1
C 1.138 -0.295 -0.362
C 1.017 0.971 0.283
C 0.219 -0.885 -1.106
O -2.585 0.318 -0.056
O -1.583 -0.246 2.089
O 0.019 1.460 0.726
F 0.360 -2.134 -1.572
S -2.112 0.814 1.245
H 2.113 -0.755 -0.283
H 2.120 1.274 0.609
H -0.705 -0.522 -1.573
*
```

HOMO level	-10.79	eV
E_LUMO	-0.540	eV
gap between HOMO and LUMO	10.251	eV

Partial atomic charges computed with the Löwdin method, in multiples of e: number 1, C, carries -0.0473; number 2, C, carries -0.2672; number 3, C, carries -0.0815; number 4, O, carries -0.4559; number 5, O, carries -0.4347; number 6, O, carries -0.0796; number 7, F, carries 0.0502; number 8, S, carries 0.9009; number 9, H, carries 0.1211; number 10, H, carries 0.1591; number 11, H, carries 0.1350

=====

Relative calculated energies, zero for the most stable structure, unit hartree: arrangement P 0.0000; arrangement Q 0.1658; arrangement R 0.0644.

=====

Arrangement P

Formula: C2H4O4S2
Source: the Open Molecules 2025 dataset
Level of theory: the ωB97M-V functional and the def2-TZVPD basis

```
! RIJCOSX wB97M-V def2-TZVPD def2/J DEFGRID3
* xyz 0 1
C -0.625 -0.849 1.272
C 0.967 1.288 -0.451
O 0.593 -1.663 -1.033
O -1.631 -2.576 -0.589
O -1.272 0.009 -0.746
O -1.123 1.784 1.074
S -0.653 -1.584 -0.330
S -0.476 0.668 0.465
H 0.583 -1.280 2.225
H 1.718 1.651 0.239
H 1.328 0.462 -1.053
H 0.591 2.090 -1.073
*
```

HOMO level	-10.06	eV
E_LUMO	-0.092	eV
gap between HOMO and LUMO	9.967	eV

Partial atomic charges computed with the Löwdin method, in multiples of e: number 1, C, carries -0.3542; number 2, C, carries -0.1049; number 3, O, carries -0.3053; number 4, O, carries -0.2412; number 5, O, carries -0.3827; number 6, O, carries -0.2842; number 7, S, carries 0.5748; number 8, S, carries 0.6716; number 9, H, carries 0.2262; number 10, H, carries 0.0743; number 11, H, carries 0.0497; number 12, H, carries 0.0759

=====

Arrangement Q

Formula: C2H4O4S2
Source: the Open Molecules 2025 dataset
Level of theory: the ωB97M-V functional and the def2-TZVPD basis

```
! RIJCOSX wB97M-V def2-TZVPD def2/J DEFGRID3
* xyz 0 1
C 0.377 -0.653 1.708
C -0.308 1.449 -0.979
O 1.801 -1.042 -0.395
O 0.732 -3.018 0.401
O -0.793 -1.092 -0.430
O -2.105 0.831 0.652
S 0.764 -1.611 0.317
S -0.805 0.315 0.317
H 1.148 0.126 1.879
H -1.369 1.631 -1.242
H 0.242 2.225 -0.589
H 0.315 0.839 -1.639
*
```

HOMO level	-9.79	eV
E_LUMO	-0.751	eV
gap between HOMO and LUMO	9.043	eV

Partial atomic charges computed with the Löwdin method, in multiples of e: number 1, C, carries -0.1993; number 2, C, carries -0.1013; number 3, O, carries -0.2701; number 4, O, carries -0.2351; number 5, O, carries -0.4144; number 6, O, carries -0.3253; number 7, S, carries 0.5278; number 8, S, carries 0.7987; number 9, H, carries 0.0171; number 10, H, carries 0.0859; number 11, H, carries 0.0432; number 12, H, carries 0.0728

=====

Relative calculated energies, zero for the most stable structure, unit hartree: arrangement P 0.0213; arrangement Q 0.0000.